No. 1
{"formula": "C3HO6S", "method": "ωB97M-V with the def2-TZVPD basis set", "charge": -1, "spin_multiplicity": 3, "homo_lumo_gap_ev": [5.13, 7.15], "symbols": ["C", "C", "C", "O", "O", "O", "O", "O", "O", "S", "H"], "xyz": [[0.079, -1.028, 0.830], [-1.439, 0.157, -1.046], [-0.814, 0.164, 0.250], [-1.415, 0.550, -2.167], [-0.450, -2.069, 1.103], [-2.206, -0.477, -0.201], [2.900, 0.363, -0.838], [1.289, -0.749, 1.021], [0.843, 1.452, -0.265], [2.084, 0.860, 0.222], [-0.872, 0.779, 1.092]], "forces_ev_per_angstrom": [[-1.9, 0.9, -1.5], [0.4, 1.0, 0.8], [0.7, -3.4, 0.2], [-0.3, -0.4, -0.5], [-0.6, -1.0, 0.3], [-0.5, -0.1, -0.2], [2.9, -2.0, -2.3], [0.9, -1.8, 1.4], [-1.7, 1.4, 0.3], [1.2, 3.6, 1.0], [-0.9, 1.8, 0.4]]}

***

No. 2
{"formula": "C3HOSn", "method": "ωB97M-V with the def2-TZVPD basis set", "charge": 1, "homo_lumo_gap_ev": [6.89, 4.80], "symbols": ["O", "C", "C", "C", "H", "Sn"], "xyz": [[-0.812, 0.446, -1.237], [-0.045, 0.177, -0.293], [1.010, -0.084, 0.410], [0.539, 0.098, 1.676], [0.553, -0.785, 2.337], [-1.245, 0.148, -2.893]], "forces_ev_per_angstrom": [[2.2, 1.1, 9.4], [2.2, -0.6, -0.9], [-3.1, 1.4, 0.9], [2.0, -0.8, 0.0], [-0.6, 0.3, 0.0], [-2.7, -1.3, -9.4]]}

***

No. 3
{"formula": "C3N2O", "method": "ωB97M-V with the def2-TZVPD basis set", "homo_lumo_gap_ev": 9.24, "smiles": "N#CC(=O)C#N", "symbols": ["N", "C", "C", "O", "C", "N"], "xyz": [[1.681, -0.545, -1.446], [1.009, -0.436, -0.468], [-0.070, -0.169, 0.575], [0.139, -0.734, 1.701], [-1.047, 0.716, 0.258], [-1.747, 1.288, -0.811]], "forces_ev_per_angstrom": [[-2.4, 0.3, 4.1], [0.8, 0.3, -3.6], [5.8, -5.0, 4.9], [-1.5, 2.2, -3.9], [-9.5, 7.7, -12.5], [6.7, -5.5, 11.1]]}

***

Values for calculated total energy, Ha, ordered as above
-964.4237, -403.8738, -298.8869